w | The following is a DFT calculation (ωB97M-V/def2-TZVPD) of a single C9H17N3O5 molecule.

Element x y z (Å)
C 2.120 -0.753 1.921
C 2.540 0.481 1.002
O 3.821 0.387 0.661
C 1.603 0.474 -0.353
N 0.247 0.664 -0.267
C -0.236 1.920 -0.190
O 0.390 2.953 -0.281
C -1.668 1.757 0.125
N -2.410 3.019 -0.041
C -2.414 0.576 -0.683
C -3.027 -0.466 0.276
C -2.285 -1.779 0.206
N -2.997 -2.714 0.837
O -1.281 -2.102 -0.451
C 1.933 -0.904 -1.021
O 3.098 -1.280 -1.203
O 0.911 -1.778 -1.301
H 2.506 -0.624 2.896
H 1.137 -0.979 2.166
H 2.556 -1.692 1.640
H 2.248 1.355 1.695
H 4.005 -0.005 -0.169
H 1.937 1.305 -0.888
H -0.273 0.000 0.184
H -1.694 1.258 1.162
H -3.129 3.131 0.697
H -1.770 3.799 0.069
H -1.826 0.052 -1.394
H -3.171 0.974 -1.433
H -4.063 -0.691 -0.005
H -2.895 -0.146 1.301
H -3.865 -2.535 1.277
H -2.534 -3.641 0.888
H 0.048 -1.634 -0.877

E_HOMO, eV: -9.26
Orbital gap, eV: 9.33
LUMO energy, eV: 0.1
Net charge: 0

Results of the Löwdin charge analysis, in e, for atoms 1 through 6: C -0.03; C -0.34; O 0.02; C -0.15; N 0.09; C -0.45

---

x | The following is a DFT calculation (ωB97M-V/def2-TZVPD) of a single C9H17N3O5 molecule.

Element x y z (Å)
C 2.103 2.971 -1.337
C 1.973 1.729 -2.185
O 2.670 1.933 -3.386
C 2.554 0.466 -1.504
N 2.532 -0.622 -2.485
C 1.903 -0.003 -0.212
O 2.518 -0.642 0.616
N 0.547 0.221 -0.068
C -0.188 -0.640 0.822
C -1.639 -0.128 0.954
C -2.436 -0.803 2.056
C -3.828 -0.193 2.168
N -4.607 -0.717 3.152
O -4.225 0.681 1.419
C -0.149 -2.072 0.290
O 0.102 -2.360 -0.872
O -0.431 -2.984 1.221
H 1.716 3.861 -1.871
H 1.533 2.891 -0.391
H 3.167 3.149 -1.060
H 0.922 1.542 -2.417
H 2.819 1.039 -3.734
H 3.612 0.647 -1.284
H 1.610 -1.050 -2.486
H 3.223 -1.356 -2.205
H 0.040 0.549 -0.898
H 0.310 -0.644 1.774
H -1.576 0.954 1.128
H -2.129 -0.250 -0.005
H -2.542 -1.898 1.856
H -1.910 -0.695 3.021
H -4.259 -1.405 3.850
H -5.521 -0.315 3.316
H -0.414 -3.854 0.756

E_HOMO, eV: -9.49
Orbital gap, eV: 9.89
LUMO energy, eV: 0.4
Net charge: 0

Results of the Löwdin charge analysis, in e, for atoms 1 through 6: C -0.04; C -0.44; O -0.03; C -0.27; N 0.07; C -0.44

---

Which one sits at the top of the stability order? x does.

---

w | The following is a DFT calculation (ωB97M-V/def2-TZVPD) of 2 unconnected molecules or ions with the total composition BrClINO.

Element x y z (Å)
N -0.281 -0.540 0.664
O 0.036 -0.053 -0.317
Cl 0.668 1.745 -0.658
Br -1.422 0.307 1.925
I 2.181 -3.127 0.686

E_HOMO (alpha / beta), eV: -10.42 / -9.91
Orbital gap (alpha / beta), eV: 7.76 / 6.53
LUMO energy (alpha / beta), eV: -2.7 / -3.4
Net charge: 0

Calculated atomic charges, method Löwdin, unit e: N -0.49; O -0.51; Cl 0.35; Br 0.61; I 0.04

---

x | The following is a DFT calculation (ωB97M-V/def2-TZVPD) of 2 unconnected molecules or ions with the total composition BrClINO.

Element x y z (Å)
O 1.021 0.530 -0.393
N 1.936 0.786 0.267
Br 3.504 -0.430 0.143
Cl -3.850 -1.411 -0.097
I -2.611 0.526 0.080

E_HOMO, eV: -10.04
Orbital gap, eV: 8.55
LUMO energy, eV: -1.5
Net charge: 0

Calculated atomic charges, method Löwdin, unit e: O -0.09; N -0.38; Br 0.43; Cl -0.30; I 0.34

---

Which one sits at the top of the stability order? x does.

---

w | The following is a DFT calculation (ωB97M-V/def2-TZVPD) of a molecular structure, C6H10O3.

Element x y z (Å)
C 0.473 -0.251 0.266
C -2.402 0.803 -0.903
C 0.292 -0.962 1.584
C 0.799 1.227 0.292
C -0.191 -0.761 -0.858
C 2.147 -1.019 -0.451
O -1.680 -0.027 -0.033
O -0.270 -1.218 -1.932
O 2.982 -1.385 0.327
H 2.375 -0.922 -1.542
H -2.188 1.869 -0.718
H -2.212 0.607 -1.971
H -3.478 0.654 -0.740
H 1.262 -1.080 2.076
H -0.149 -1.952 1.461
H -0.379 -0.374 2.211
H -0.007 1.753 0.807
H 0.894 1.646 -0.712
H 1.732 1.394 0.836

E_HOMO, eV: -8.46
Orbital gap, eV: 8.85
LUMO energy, eV: 0.4
Net charge: 0

Results of the Löwdin charge analysis, in e, for atoms 1 through 6: C -0.39; C -0.20; C -0.02; C -0.02; C -0.22; C -0.10

---

x | The following is a DFT calculation (ωB97M-V/def2-TZVPD) of a molecular structure, C6H10O3.

Element x y z (Å)
C -0.110 -1.046 2.368
C -0.583 -0.382 1.487
C -0.046 -1.878 3.593
C -0.093 -0.119 -3.011
C 0.307 0.763 -1.886
C -0.682 0.445 0.266
O -1.930 0.607 -0.057
O 0.013 2.103 0.607
O 0.290 0.041 -0.633
H 0.528 -1.195 4.269
H 0.509 -2.809 3.407
H -1.088 -1.971 4.093
H -0.628 0.279 -3.781
H 0.755 -0.688 -3.426
H -0.891 -0.818 -2.576
H -0.277 1.606 -1.764
H 1.309 1.049 -2.047
H -2.229 1.257 -0.696
H 0.919 1.953 0.985

E_HOMO, eV: -9.58
Orbital gap, eV: 10.25
LUMO energy, eV: 0.7
Net charge: 0

Results of the Löwdin charge analysis, in e, for atoms 1 through 6: C -0.05; C 0.09; C -0.10; C -0.06; C -0.23; C -0.50

---

Which one sits at the top of the stability order? w does.